The following is a quantum chemistry calculation of the ion C4H3O4P with charge -2, from OMol25.

CARTESIAN COORDINATES (ANGSTROEM)
O  2.957  0.596  2.889
P  1.677  1.388  3.037
O  1.771  2.811  2.496
O  0.870  1.243  4.297
C  0.701  0.466  1.780
C  0.708  0.779  0.477
C  -0.060  -0.113  -0.281
C  -0.540  -1.044  0.605
O  -0.210  -0.807  1.853
H  1.250  1.618  0.004
H  -0.153  -0.138  -1.266
H  -1.251  -1.773  0.279

Summary:
* SMILES: O=P([O-])([O-])c1ccco1
* net charge: -2
* molar mass: 146.04 u
* HOMO-LUMO gap: 5.6 eV